A gas-phase ion, C4H8FIN (charge +1), computed with ωB97M-V/def2-TZVPD.

```
! RIJCOSX wB97M-V def2-TZVPD def2/J DEFGRID3
* xyz 1 3
H 0.31 -1.39 1.02
F 1.28 1.03 1.25
H 0.93 -0.41 -1.67
C 1.97 0.03 1.00
C 1.05 -1.01 0.36
C 0.23 -0.49 -0.85
H 1.66 -1.80 -0.04
I 3.96 0.44 0.38
C -1.97 0.28 0.16
H -1.31 0.54 -1.64
H -2.98 0.22 -0.30
H -2.01 1.18 0.82
N -0.84 0.55 -0.79
H -0.39 1.46 -0.53
H -1.89 -0.61 0.82
*
```

The energy above the lowest of the compared OMol25 structures with the same formula, charge and spin comes out at 0.0 kcal/mol. The calculation puts the orbital gap (alpha / beta) at 8.17 / 7.82 eV. Its expectation value of S² is 2.010. Its largest force on an atom is 5.7 eV/Å. The calculation puts the LUMO energy (alpha / beta) at -3.5 / -5.5 eV.